Below is C14H33F6N4O7S2Ti as an isolated structure, with properties calculated with ωB97M-V/def2-TZVPD.

2S+1: 4
HOMO level (spin up / spin down), eV: -4.621 / -9.601
Expectation value of S²: 3.7518
Max |F|, eV/Å: 4.6
ΔE to the lowest compared entry with this formula, charge and spin, kJ/mol: 35.71

Each line ends with the Mulliken charge.
Cartesian coordinates (Å):
Ti 0.601 0.588 -0.223  0.7319
C 1.890 -2.827 -2.046  0.6435
F 1.681 -3.675 -1.055  -0.2154
F 2.486 -3.512 -3.011  -0.2379
F 0.776 -2.299 -2.499  -0.2022
S 3.088 -1.453 -1.513  0.7931
O 4.420 -1.999 -1.531  -0.6009
O 2.909 -0.366 -2.443  -0.6630
N 2.422 -1.067 0.015  -0.2654
S 3.585 -1.179 1.020  0.6996
O 4.049 -2.514 1.306  -0.6671
O 4.624 -0.196 0.793  -0.6372
C 2.744 -0.755 2.670  0.5716
F 2.096 -1.817 3.135  -0.2417
F 3.686 -0.479 3.561  -0.2451
F 1.910 0.272 2.570  -0.1347
C -1.731 -0.430 1.950  -1.0134
C -1.139 -1.757 1.538  0.9430
C -2.242 -2.745 1.235  -0.9704
O -1.694 -4.037 1.166  -0.3375
C -2.625 -5.070 0.910  -0.7790
N -0.362 -1.571 0.275  0.0556
H -2.317 -0.433 2.870  0.5416
H -2.373 -0.060 1.139  0.0142
H -0.977 0.364 2.005  -0.2756
H -0.455 -2.161 2.289  0.2872
H -2.799 -2.495 0.323  0.2148
H -2.988 -2.717 2.046  0.5934
H -3.333 -5.077 1.747  0.3202
H -2.064 -5.999 0.947  0.2469
H -3.157 -4.946 -0.035  0.2887
H 0.644 -1.438 0.443  -0.1731
H -0.295 -2.534 -0.068  0.2532
C 3.850 3.677 -0.395  -1.7157
C 2.695 2.755 0.001  1.1322
C 1.673 3.497 0.873  -1.0659
O 0.679 2.585 1.332  0.4759
C -0.129 3.134 2.367  -1.0706
N 2.070 2.166 -1.225  -0.4034
H 3.620 4.466 -1.114  0.3398
H 4.655 3.062 -0.800  0.4664
H 4.260 4.183 0.485  0.4382
H 3.097 1.895 0.542  -0.5578
H 1.194 4.191 0.166  0.3984
H 2.118 4.017 1.720  0.4423
H -0.499 4.103 1.998  0.3552
H 0.489 3.311 3.248  0.3366
H -1.018 2.528 2.510  0.2639
H 2.888 1.875 -1.759  0.2791
H 1.707 2.945 -1.779  0.2865
C -0.977 0.586 -3.196  -1.0741
C -2.001 1.159 -2.215  0.0089
C -3.046 0.165 -1.723  -0.4382
O -3.861 0.859 -0.815  -0.3641
C -5.069 0.198 -0.519  -0.7746
N -1.312 1.833 -1.110  -0.2725
H -0.391 1.371 -3.674  0.3695
H -1.499 0.075 -4.009  0.4530
H -0.299 -0.070 -2.647  0.0243
H -2.587 1.893 -2.785  0.3570
H -2.607 -0.747 -1.296  -0.1720
H -3.644 -0.163 -2.586  0.6099
H -5.713 0.210 -1.408  0.3446
H -5.592 0.729 0.272  0.2570
H -4.898 -0.846 -0.234  0.2565
H -1.990 2.013 -0.372  0.2446
H -0.927 2.729 -1.381  0.2302

***

Below is C26H58LuP4Se as an isolated structure, with properties calculated with ωB97M-V/def2-TZVPD.

2S+1: 1
HOMO level, eV: -15.812
Total charge: +3
Max |F|, eV/Å: 7.3
ΔE to the lowest compared entry with this formula, charge and spin, kJ/mol: 69.34

Each line ends with the Mulliken charge.
Cartesian coordinates (Å):
Lu 0.691 0.893 -0.024  0.9734
P 0.149 2.698 -1.925  0.8011
P -1.975 -0.209 0.353  1.0369
P 0.803 -1.197 -1.950  0.7323
H 3.223 0.439 1.055  -0.1983
C 2.844 0.483 0.025  0.1669
C 2.699 1.781 -0.558  -0.6765
H 2.827 2.661 0.101  0.2612
C 0.306 4.360 -1.165  -1.1945
C -1.534 2.762 -2.636  -1.3549
C 1.164 2.847 -3.436  -1.3110
C -2.332 -1.747 1.298  -1.5418
C -3.081 0.949 1.253  -1.4950
C -3.003 -0.530 -1.139  -1.4787
C 2.452 -1.583 -2.672  -1.3944
C -0.116 -0.873 -3.506  -1.1684
C 0.255 -2.922 -1.631  -1.0707
H 3.168 -0.382 -0.563  0.1674
H 3.127 2.026 -1.541  0.6058
H 1.089 4.366 -0.396  0.1875
H -0.640 4.658 -0.695  0.4233
H 0.577 5.066 -1.958  0.5527
H -2.280 2.671 -1.832  0.3612
H -1.673 1.938 -3.352  0.3625
H -1.642 3.730 -3.147  0.5032
H 2.216 2.620 -3.230  0.2975
H 1.077 3.885 -3.780  0.5323
H 0.810 2.156 -4.212  0.3915
H -3.229 -2.239 0.894  0.5061
H -2.514 -1.506 2.354  0.4867
H -1.474 -2.429 1.228  0.2782
H -4.093 0.917 0.831  0.5527
H -2.694 1.972 1.157  0.3204
H -3.124 0.673 2.314  0.4931
H -4.062 -0.498 -0.842  0.5735
H -2.773 -1.520 -1.558  0.3860
H -2.819 0.243 -1.897  0.2836
H 2.319 -2.211 -3.565  0.5390
H 3.070 -2.122 -1.943  0.3348
H 2.970 -0.660 -2.960  0.3911
H 0.158 -1.643 -4.238  0.5576
H 0.147 0.112 -3.910  0.1614
H -1.198 -0.904 -3.331  0.2907
H 0.348 -3.507 -2.559  0.5142
H -0.791 -2.950 -1.300  0.2704
H 0.880 -3.374 -0.851  0.2053
C 3.393 -3.824 1.314  0.3023
C 4.420 -3.248 0.543  0.0528
C 5.460 -4.070 0.086  -0.6959
C 5.451 -5.440 0.380  -0.4622
C 4.380 -6.011 1.077  -0.6783
C 3.326 -5.211 1.495  -0.4937
Se 1.991 -2.864 2.178  -0.0838
H 2.542 -2.929 3.535  0.1804
H 4.417 -2.173 0.323  0.3218
H 6.277 -3.639 -0.501  0.4066
H 6.277 -6.068 0.052  0.4048
H 4.373 -7.070 1.317  0.4102
H 2.464 -5.637 2.008  0.4172
C -1.412 2.644 3.974  -1.5180
C 0.036 2.944 3.593  0.2427
C 0.079 4.068 2.548  -1.3262
P 0.991 1.453 2.997  1.0654
C 2.780 2.035 3.181  1.0686
C 3.072 3.164 4.181  -1.5348
C 3.746 0.871 3.462  -1.7563
C 0.859 0.269 4.441  0.2418
C 0.929 0.931 5.822  -1.4591
C -0.379 -0.624 4.299  -1.0053
H -1.522 2.004 4.853  0.3308
H -1.967 2.187 3.147  -0.0248
H -1.917 3.588 4.216  0.4923
H 0.567 3.261 4.503  0.7876
H -0.422 4.957 2.964  0.5486
H 1.104 4.356 2.278  0.2878
H -0.460 3.785 1.624  -0.0392
H 2.985 2.431 2.174  -0.2772
H 3.085 2.797 5.215  0.2752
H 4.084 3.535 3.964  0.4625
H 2.393 4.019 4.115  0.3984
H 3.442 -0.071 2.990  0.3538
H 4.737 1.145 3.074  0.4262
H 3.847 0.701 4.545  0.3660
H 1.745 -0.374 4.327  0.2843
H 0.128 1.665 5.980  0.2401
H 0.809 0.150 6.587  0.5080
H 1.891 1.426 6.010  0.2439
H -0.324 -1.235 3.388  -0.1231
H -0.431 -1.307 5.158  0.5179
H -1.313 -0.047 4.276  0.2224

***

Below is a 7-piece molecular cluster, C27H29BClF6NO19 overall, with properties calculated with ωB97M-V/def2-TZVPD.

2S+1: 1
HOMO level, eV: -9.156
Max |F|, eV/Å: 4.7
SMILES: CC(=O)N(C)B(Cl)c1ccccc1.O=C1OC[C@@H](F)O1.O=C1OC[C@@H](F)O1.O=C1OC[C@@H](F)O1.O=C1OC[C@@H](F)O1.O=C1OC[C@@H](F)O1.O=C1OC[C@@H](F)O1

Each line ends with the Mulliken charge.
Cartesian coordinates (Å):
C -0.334 -4.025 -1.937  -0.8166
C 0.165 -2.772 -1.065  0.0694
O 0.802 -3.042 0.004  -0.5415
N -0.077 -1.358 -1.380  0.5269
C -0.173 -1.101 -2.850  -0.3912
B -1.342 -0.908 -0.662  -0.3361
Cl -1.381 0.561 0.431  -0.1457
C -2.662 -1.848 -0.932  1.0897
C -3.500 -1.525 -2.190  -0.3887
C -4.749 -2.399 -2.544  -0.6628
C -5.050 -3.578 -1.580  -0.4558
C -4.224 -3.902 -0.300  -0.5875
C -2.992 -3.027 0.043  -0.3397
H -1.238 -3.723 -2.591  0.2605
H -0.751 -4.823 -1.215  0.3080
H 0.469 -4.437 -2.631  0.3073
H 0.862 -1.192 -3.354  -0.2308
H -0.952 -1.773 -3.376  0.2743
H -0.512 -0.020 -3.077  0.2975
H -3.181 -0.647 -2.842  0.2966
H -5.373 -2.164 -3.466  0.4054
H -5.938 -4.253 -1.830  0.3335
H -4.450 -4.787 0.395  0.3398
H -2.313 -3.179 0.948  0.3262
C -2.021 4.500 1.245  -0.1382
C -1.855 5.015 -0.148  0.3963
O -1.229 6.267 0.043  -0.3285
C -0.509 6.141 1.192  0.6530
O 0.358 6.897 1.528  -0.5759
O -0.888 5.046 1.908  -0.2649
F -3.058 5.220 -0.738  -0.2968
H -2.933 4.866 1.724  0.2813
H -2.015 3.409 1.289  -0.0002
H -1.230 4.386 -0.789  0.2867
C 4.789 -2.373 -3.219  -0.3712
C 4.935 -2.394 -4.707  0.3024
O 3.828 -1.636 -5.151  -0.3097
C 3.570 -0.750 -4.149  0.6553
O 2.884 0.223 -4.272  -0.5191
O 4.194 -1.103 -2.991  -0.2513
F 4.817 -3.654 -5.191  -0.2897
H 4.123 -3.158 -2.850  0.2576
H 5.747 -2.456 -2.705  0.2517
H 5.861 -1.942 -5.075  0.2983
C 1.492 0.504 2.936  -0.2035
C 1.502 1.998 3.018  0.6369
O 1.051 2.254 4.332  -0.2829
C 1.444 1.176 5.067  0.5356
O 1.479 1.153 6.262  -0.5593
O 1.801 0.126 4.271  -0.2683
F 0.616 2.540 2.145  -0.1985
H 0.512 0.103 2.662  0.0002
H 2.236 0.120 2.237  0.2977
H 2.486 2.449 2.873  0.0124
C -7.359 1.424 0.143  -0.4653
C -6.151 0.614 0.494  0.3392
O -6.203 -0.456 -0.426  -0.1722
C -6.829 0.041 -1.528  0.6101
O -6.816 -0.485 -2.603  -0.4904
O -7.468 1.214 -1.258  -0.3359
F -6.250 0.111 1.747  -0.2990
H -8.266 1.063 0.636  0.2771
H -7.232 2.483 0.373  0.2784
H -5.203 1.148 0.383  0.2762
C 3.248 -4.387 3.384  -0.4127
C 2.957 -3.654 2.113  0.4923
O 3.693 -4.376 1.147  -0.2677
C 3.748 -5.655 1.614  0.5717
O 4.052 -6.601 0.948  -0.5257
O 3.406 -5.725 2.932  -0.3211
F 3.437 -2.387 2.162  -0.3240
H 4.173 -4.052 3.862  0.2741
H 2.433 -4.309 4.106  0.2934
H 1.901 -3.639 1.835  0.2718
C 4.472 5.712 0.613  -0.4301
C 3.080 5.320 0.994  0.2911
O 3.281 4.363 2.015  -0.0914
C 4.458 4.710 2.609  0.5261
O 4.819 4.301 3.673  -0.5131
O 5.170 5.585 1.844  -0.3397
F 2.444 4.718 -0.042  -0.3023
H 4.913 5.038 -0.126  0.2631
H 4.527 6.734 0.234  0.2980
H 2.469 6.142 1.376  0.2815